The following is a quantum chemistry calculation of a molecular structure, C21H31F5P2PtS, from OMol25.

ΔE to the lowest compared entry with this formula, charge and spin	108.5	kcal/mol
2S+1	3
E_HOMO (spin up / spin down)	-0.1909 / -0.1866	Eh
net charge	0

Geometry (Å):
Pt (1.18684, -0.06517, 3.47787)
S (-1.04361, 0.72121, 3.17042)
P (0.25178, 1.98458, -2.56718)
P (0.32271, -2.03772, -2.74826)
F (-1.33366, -0.75846, 8.09863)
F (2.41962, 1.76424, 6.66163)
F (1.15665, 0.22033, 8.56341)
F (0.88406, 2.58161, 4.51153)
F (-2.58244, -0.34856, 5.68635)
C (-1.15983, 2.83781, -3.34607)
C (-1.70173, 1.55945, -0.61598)
C (-0.70331, -0.08005, 7.11855)
C (-1.32794, 0.10808, 5.89182)
C (0.58953, 0.42472, 7.35550)
C (-0.65609, 0.76190, 4.84101)
C (1.92581, -2.53590, -3.39827)
C (1.27649, 1.12654, 6.38139)
C (0.66246, 0.98235, -0.06813)
C (-0.31306, 1.91912, -0.89007)
C (0.70636, 0.63153, -3.72870)
C (-2.36608, 0.42289, -1.19370)
C (0.91572, -2.01777, 3.47346)
C (-1.03907, -1.74658, -0.69149)
C (1.59187, 3.19336, -2.68724)
C (-2.10089, -0.85046, -0.29800)
C (0.69092, 1.32872, 5.09290)
C (-0.81035, -3.41269, -2.96775)
C (1.25976, -0.25358, -0.74002)
C (-0.16891, -0.64680, -3.83053)
C (0.35716, -1.50985, -1.10263)
H (-1.24966, -0.43254, -3.73806)
H (1.90301, 0.02823, -1.59615)
H (-1.47165, 3.66421, -2.69199)
H (1.51196, 1.61040, 0.26335)
H (2.58959, -1.67100, -3.52285)
H (0.92053, -2.36321, -0.65713)
H (1.76657, -2.99904, -4.38300)
H (1.31929, -2.35930, 2.51304)
H (2.39777, -3.26508, -2.73019)
H (-0.02508, -1.06073, -4.84624)
H (2.56347, 2.68463, -2.72904)
H (-1.22856, -2.80013, -0.43875)
H (-1.85094, -3.06203, -2.97695)
H (2.00481, -0.64375, -0.01416)
H (0.70387, 1.11721, -4.72596)
H (1.56605, 3.85763, -1.81257)
H (1.45959, -2.38409, 4.35396)
H (-2.10816, 1.95319, 0.31498)
H (0.18119, 0.64963, 0.86341)
H (-2.01872, 2.16572, -3.46672)
H (1.76793, 0.37232, -3.54275)
H (-0.69936, -4.13208, -2.14526)
H (-1.95915, -0.54636, 0.76033)
H (-3.45410, 0.63472, -1.17088)
H (-3.04047, -1.42972, -0.32836)
H (-0.16900, 2.94384, -0.48048)
H (1.45941, 3.79062, -3.60169)
H (-0.16690, -2.15968, 3.56397)
H (-2.09211, 0.20837, -2.24518)
H (-0.88035, 3.24239, -4.32544)
H (-0.59158, -3.91920, -3.91373)

Here are the Löwdin charges for atoms 1 to 5, given in e: number 1, Pt, carries 0.642; number 2, S, carries 0.591; number 3, P, carries 0.964; number 4, P, carries 0.865; number 5, F, carries 0.089


The following is a quantum chemistry calculation of 2 unconnected molecules or ions with the total composition C21H31N2, from OMol25.

ΔE to the lowest compared entry with this formula, charge and spin	43.5	kcal/mol
2S+1	1
E_HOMO	-0.3645	Eh
net charge	+1

Geometry (Å):
N (-0.28081, 2.45954, 1.27779)
N (1.13646, -1.93344, -1.57384)
C (0.79328, 3.26318, 0.66955)
C (-3.15446, -1.18659, 3.43589)
C (-0.44123, -0.06179, -1.49685)
C (-0.17054, 1.15600, 1.46507)
C (-2.53532, 0.36963, 1.68778)
C (-1.82003, -1.22990, 3.86660)
C (-1.01213, 4.72711, 1.49372)
C (1.46449, 0.16843, -2.90802)
C (2.09971, -2.61803, -2.44123)
C (-0.84473, -0.47973, 3.21932)
C (2.85630, -3.75330, -1.76062)
C (0.22665, 4.68620, 0.59098)
C (-1.41373, 3.26344, 1.74618)
C (0.30986, -2.73472, -0.67351)
C (1.93963, -4.67057, -0.95630)
C (-3.50149, -0.38612, 2.34257)
C (-1.18450, 0.35778, 2.12595)
C (-0.69927, 1.18910, -2.24854)
C (1.07432, -3.87139, 0.01050)
C (0.63763, 1.46239, -2.98459)
C (0.70100, -0.70107, -1.91979)
H (3.37728, -4.32895, -2.53238)
H (2.54580, -5.39114, -0.39814)
H (-1.83202, 5.25754, 1.00589)
H (-4.53704, -0.33979, 1.99785)
H (1.51127, -0.32307, -3.89237)
H (1.68696, 3.22338, 1.31501)
H (-2.80685, 0.97176, 0.81806)
H (-1.01194, 2.04661, -1.64168)
H (0.46020, 1.76779, -4.01786)
H (1.70001, -3.44183, 0.80222)
H (0.35043, -4.53225, 0.49686)
H (-0.79715, 5.23456, 2.43910)
H (1.18463, 2.27121, -2.48976)
H (-3.92402, -1.76406, 3.94922)
H (2.49997, 0.38102, -2.59885)
H (-1.56357, -1.84213, 4.73207)
H (1.29708, -5.23887, -1.64180)
H (-2.33870, 3.04595, 1.18542)
H (-1.63984, 3.07786, 2.80667)
H (0.18772, -0.48632, 3.57617)
H (0.97979, 5.42629, 0.86738)
H (-0.07833, 4.88071, -0.44200)
H (-0.10732, -2.08783, 0.10958)
H (2.83236, -1.88721, -2.80626)
H (1.58364, -3.01570, -3.33894)
H (-0.55021, -3.16536, -1.22231)
H (-1.17834, -0.48945, -0.81993)
H (0.78387, 0.69849, 1.18042)
H (3.62515, -3.32209, -1.10745)
H (1.08324, 2.86859, -0.31851)
H (-1.50516, 1.02814, -2.98229)

Here are the Löwdin charges for atoms 1 to 5, given in e: number 1, N, carries -0.022; number 2, N, carries -0.079; number 3, C, carries -0.099; number 4, C, carries -0.043; number 5, C, carries -0.087


The following is a quantum chemistry calculation of C21H31N3O in the gas phase, from OMol25.

ΔE to the lowest compared entry with this formula, charge and spin	32.9	kcal/mol
2S+1	1
SMILES	CC(C)Cc1cc(CN2CCC(CO)(Cc3ccccc3)CC2)[nH]n1
E_HOMO	-0.3248	Eh
net charge	0

Geometry (Å):
O (3.44976, 2.37012, -2.47096)
N (-4.25624, 1.50286, -0.00900)
N (0.15559, 1.84754, 0.90358)
N (-3.27158, 2.36780, 0.23683)
C (2.80793, -2.11608, -0.79578)
C (2.49755, -3.35491, -0.26399)
C (1.37571, 0.79171, -0.91629)
C (-5.46074, -2.75342, -1.05464)
C (-3.04220, -2.09828, -1.01484)
C (-3.88162, 0.35931, 0.54086)
C (2.73384, 1.25884, -0.37665)
C (3.50175, -1.17157, -0.04738)
C (-4.47883, -1.59442, -0.90820)
C (3.59201, -2.75011, 1.77526)
C (3.81947, 0.17942, -0.61576)
C (2.88356, -3.67380, 1.02653)
C (-2.26217, 1.81548, 0.94924)
C (1.37142, 2.42217, 1.44182)
C (-1.03252, 2.56296, 1.33304)
C (3.89945, -1.51141, 1.24079)
C (-4.71080, -0.87242, 0.43034)
C (3.22477, 2.53684, -1.09276)
C (0.24061, 1.73784, -0.53905)
C (2.56493, 1.52450, 1.12400)
C (-2.62659, 0.50441, 1.16257)
H (-4.46907, -1.54754, 1.25358)
H (-4.66055, -0.87263, -1.71155)
H (3.90901, -2.99601, 2.77851)
H (-6.48720, -2.39652, -1.01171)
H (-3.35102, 3.32093, -0.08052)
H (-1.07787, 3.58730, 0.91110)
H (2.51582, -1.88242, -1.80973)
H (-2.33738, -1.27483, -0.92702)
H (-5.76321, -0.59245, 0.50008)
H (-0.70285, 1.32538, -0.90648)
H (1.26350, 2.49311, 2.52792)
H (1.40668, 0.66979, -2.00185)
H (-5.31353, -3.25978, -2.00614)
H (1.95607, -4.07508, -0.86017)
H (2.64193, -4.64058, 1.44300)
H (1.14985, -0.18113, -0.47763)
H (4.46535, -0.80222, 1.82829)
H (2.61184, 2.15334, -2.89427)
H (0.37835, 2.73028, -1.01046)
H (-0.98738, 2.65142, 2.42385)
H (3.97013, 0.09730, -1.69433)
H (-2.83196, -2.81495, -0.22320)
H (3.47146, 1.97713, 1.53093)
H (-2.06634, -0.24082, 1.68714)
H (4.19282, 2.83027, -0.67817)
H (-5.31463, -3.47741, -0.25527)
H (4.75068, 0.54414, -0.17649)
H (2.52309, 3.36380, -0.92551)
H (-2.88119, -2.58842, -1.97271)
H (1.54235, 3.44514, 1.05727)
H (2.40018, 0.56811, 1.62195)

Here are the Löwdin charges for atoms 1 to 5, given in e: number 1, O, carries -0.047; number 2, N, carries 0.085; number 3, N, carries -0.157; number 4, N, carries 0.022; number 5, C, carries -0.053


The following is a quantum chemistry calculation of C21H31N3O3 in the gas phase, from OMol25.

ΔE to the lowest compared entry with this formula, charge and spin	44.9	kcal/mol
2S+1	1
SMILES	COCCN1CCN(C(=O)[C@@H]2CCC(=O)N(CCc3ccccc3)C2)CC1
E_HOMO	-0.3096	Eh
net charge	0

Geometry (Å):
O (0.69773, 7.25713, 1.98296)
O (0.62395, 0.20168, -1.97490)
O (1.22510, -3.74861, 0.36828)
N (0.05259, 1.82441, -0.54060)
N (-0.07365, -2.55415, -1.05281)
N (1.37850, 3.76346, 1.12296)
C (0.82832, 8.09110, 3.10459)
C (2.02339, 3.15565, -0.02507)
C (-1.18258, -1.64609, -1.18023)
C (0.31549, -2.96715, 0.16986)
C (-0.73567, -5.12326, -2.12398)
C (-1.57515, -7.08799, -0.33646)
C (-0.26880, -7.07577, -0.79550)
C (-0.64964, 2.41683, 0.57309)
C (0.94030, 5.13426, 0.93532)
C (-0.99773, -0.39280, -0.30486)
C (1.08876, 5.92806, 2.23575)
C (0.60279, -3.02711, -2.23794)
C (-0.47799, -2.30560, 1.28162)
C (-2.04440, -5.14727, -1.66238)
C (-0.44818, -0.78928, 1.08175)
C (-2.46411, -6.12306, -0.77518)
C (0.36135, 2.87337, 1.64428)
C (1.02777, 2.73457, -1.11413)
C (0.14686, -6.10092, -1.68267)
C (-0.03299, 0.56201, -1.01438)
C (-0.26031, -4.02265, -3.02998)
H (-2.11743, -2.14493, -0.89372)
H (-1.50516, -2.67623, 1.26668)
H (0.86978, -2.16576, -2.85660)
H (1.86932, 8.13650, 3.44787)
H (-1.20496, 3.28854, 0.20279)
H (-1.35964, 1.72118, 1.01128)
H (-3.48657, -6.12774, -0.42403)
H (0.34538, -4.43057, -3.84120)
H (0.20081, 7.74353, 3.93524)
H (-0.02815, -2.57402, 2.23740)
H (0.42958, -7.82626, -0.45595)
H (0.86940, 1.99282, 2.04911)
H (-0.16813, 3.36974, 2.45791)
H (-2.74553, -4.39743, -2.00467)
H (-1.11623, -3.50494, -3.46825)
H (-1.89947, -7.84705, 0.36041)
H (2.55340, 2.26604, 0.32972)
H (1.51193, -3.52235, -1.89087)
H (0.50876, 3.61352, -1.51281)
H (2.75653, 3.85103, -0.43472)
H (-0.10166, 5.22317, 0.59821)
H (-1.97491, 0.09133, -0.21426)
H (1.57079, 5.61422, 0.18545)
H (0.50407, 9.08236, 2.79498)
H (0.58958, -0.45910, 1.17063)
H (2.13495, 5.88703, 2.57283)
H (1.53513, 2.21424, -1.92679)
H (0.46235, 5.49430, 3.03074)
H (1.16883, -6.09205, -2.03121)
H (-1.01883, -0.30962, 1.87974)
H (-1.25565, -1.34226, -2.22531)

Here are the Löwdin charges for atoms 1 to 5, given in e: number 1, O, carries -0.192; number 2, O, carries 0.065; number 3, O, carries 0.062; number 4, N, carries -0.045; number 5, N, carries -0.047


The following is a quantum chemistry calculation of C21H31N3O4 in the gas phase, from OMol25.

ΔE to the lowest compared entry with this formula, charge and spin	35.3	kcal/mol
2S+1	1
SMILES	O=C(NCCOc1ccccc1)[C@@H]1CCC(=O)N(CCCN2CCOCC2)C1
E_HOMO	-0.3198	Eh
net charge	0

Geometry (Å):
O (0.95507, -1.86138, 4.24316)
O (0.86910, 3.39770, 0.95666)
O (-3.56797, -0.04962, 0.72640)
O (-1.30960, -0.51930, -2.85059)
N (-2.86094, -1.54910, -0.80339)
N (0.45248, -1.61626, 2.05540)
N (1.87093, 0.72800, 0.81787)
C (1.00157, 2.60663, 2.11343)
C (-3.46552, -0.87747, -1.93005)
C (1.74574, 1.56503, -0.36516)
C (0.92973, -0.51979, -3.51625)
C (-2.86729, -0.99288, 0.43310)
C (2.12054, 1.57452, 1.97503)
C (2.90246, -0.27923, 0.62734)
C (-2.50456, 0.16050, -2.51886)
C (2.90023, -1.38983, 1.67634)
C (0.62639, 2.58386, -0.16364)
C (0.89671, 2.20073, -3.98607)
C (0.20043, -1.46390, 3.37546)
C (-1.89760, -1.66453, 1.40367)
C (1.66109, -2.28867, 1.63808)
C (-0.24327, 0.20446, -3.29782)
C (-0.25446, 1.57315, -3.53747)
C (-1.11023, -0.75859, 3.65150)
C (-0.49308, -1.10602, 1.09882)
C (-2.26796, -1.38423, 2.86716)
C (2.05858, 1.48336, -4.19903)
C (2.06882, 0.11710, -3.96389)
H (2.94954, 1.98147, -4.54830)
H (1.51158, 0.93484, -1.22539)
H (-1.30950, -0.79999, 4.72214)
H (-2.56863, -2.31263, 3.35373)
H (0.92043, -1.58314, -3.33191)
H (2.14331, 0.95934, 2.87519)
H (1.51346, -2.68760, 0.63171)
H (-0.16714, -1.38941, 0.09657)
H (-4.36622, -0.37188, -1.57779)
H (3.77551, -2.01705, 1.49590)
H (3.08659, 2.10248, 1.87910)
H (-2.95075, 0.62432, -3.40760)
H (1.21633, 3.29398, 2.93321)
H (-0.52180, -0.01240, 1.13864)
H (3.90488, 0.18733, 0.61264)
H (-0.99570, 0.29059, 3.36983)
H (-1.14776, 2.15673, -3.38248)
H (0.87652, 3.26430, -4.17141)
H (2.68484, 2.10794, -0.57537)
H (2.99168, -0.97830, 2.68045)
H (-3.11980, -0.70070, 2.88703)
H (-0.33226, 2.05486, -0.04071)
H (0.56084, 3.25044, -1.02507)
H (-1.89159, -2.74186, 1.21263)
H (-3.72332, -1.62151, -2.68525)
H (1.82688, -3.11867, 2.33292)
H (2.73439, -0.72711, -0.35747)
H (0.05072, 2.09019, 2.31624)
H (-2.14493, -2.22076, -1.03065)
H (2.96970, -0.45481, -4.12905)
H (-2.30512, 0.93514, -1.76736)

Here are the Löwdin charges for atoms 1 to 5, given in e: number 1, O, carries 0.059; number 2, O, carries -0.121; number 3, O, carries 0.078; number 4, O, carries -0.053; number 5, N, carries 0.071


The following is a quantum chemistry calculation of C21H31N3O4S in the gas phase, from OMol25.

ΔE to the lowest compared entry with this formula, charge and spin	9.5	kcal/mol
2S+1	1
SMILES	CCC(=O)N1CCc2cc(S(=O)(=O)NCCC(=O)NC3CCCCCC3)ccc21
E_HOMO	-0.3272	Eh
net charge	0

Geometry (Å):
S (0.52152, 0.86045, 0.26091)
O (0.50838, 1.02618, -1.16649)
O (-3.84975, 2.85187, -1.12548)
O (-0.11350, -5.97277, 0.03078)
O (1.53975, 1.53220, 1.01094)
N (0.60483, -4.82448, 1.84011)
N (-1.65396, 2.98471, -1.65554)
N (-0.92287, 1.42881, 0.87037)
C (0.29025, -5.97949, 1.17338)
C (-1.65551, 4.39192, -1.98496)
C (1.94808, -7.76359, 1.68739)
C (0.16148, -1.81355, -0.29318)
C (-2.75250, 2.33942, -1.24249)
C (1.02429, -4.75087, 3.24002)
C (0.54822, -0.88090, 0.64836)
C (0.53048, -3.54480, 1.29725)
C (0.93759, -1.25215, 1.92692)
C (-2.51147, 0.86485, -0.91471)
C (1.44141, 4.29992, -1.29880)
C (0.32813, 4.69147, -0.31342)
C (-2.15240, 0.72231, 0.56424)
C (1.32176, -3.26759, 3.52003)
C (0.14618, -3.16532, 0.01871)
C (0.51667, -7.27671, 1.92500)
C (-0.96875, 5.24505, -0.90732)
C (0.92997, -2.59101, 2.24193)
C (1.36017, 4.92234, -2.69190)
C (0.35840, 4.21389, -3.60377)
C (-1.09419, 4.63054, -3.39141)
H (-0.76710, 2.49990, -1.65009)
H (2.67950, -7.05336, 2.06715)
H (1.25540, -0.49548, 2.62648)
H (-2.71491, 4.68000, -2.00572)
H (-1.66992, 5.36809, -0.07795)
H (1.45827, 3.21522, -1.41219)
H (2.10500, -8.71831, 2.18321)
H (2.34900, 4.83763, -3.15021)
H (-0.79147, 6.23610, -1.32822)
H (-1.19822, 5.69473, -3.61647)
H (-0.80513, 1.64941, 1.84607)
H (-3.43482, 0.31554, -1.10135)
H (2.39746, 4.57573, -0.84869)
H (1.90676, -5.37205, 3.40472)
H (0.70794, 5.46041, 0.36463)
H (2.12075, -7.89338, 0.62203)
H (-0.17593, -8.00908, 1.50753)
H (2.37839, -3.10058, 3.73525)
H (0.31656, -7.17443, 2.99043)
H (-0.11295, -1.47382, -1.27870)
H (-1.71224, 0.46679, -1.53597)
H (0.09533, 3.81643, 0.29689)
H (-2.06966, -0.34472, 0.82623)
H (-1.71874, 4.08258, -4.10148)
H (0.61152, 4.43352, -4.64483)
H (-2.95000, 1.16724, 1.16431)
H (-0.15170, -3.90252, -0.70679)
H (1.12463, 5.98591, -2.62691)
H (0.74694, -2.89056, 4.36637)
H (0.21748, -5.11508, 3.88412)
H (0.45919, 3.13543, -3.46674)

Here are the Löwdin charges for atoms 1 to 5, given in e: number 1, S, carries 0.653; number 2, O, carries -0.302; number 3, O, carries 0.053; number 4, O, carries 0.081; number 5, O, carries -0.278